{
  "formula": "C3H3GdLiO4",
  "method": "the ωB97M-V functional and the def2-TZVPD basis",
  "e_lumo_ha": [-0.2943, -0.4968],
  "charge": 2,
  "orbital_gap_ev": [6.5042, 4.5721],
  "relative_energy_ev": 0.000,
  "spin_multiplicity": 9,
  "elements": ["H", "C", "C", "O", "C", "O", "O", "O", "Gd", "H", "H", "Li"],
  "xyz": [[0.753639, 1.262124, 0.987594], [0.683299, -0.334877, 1.979533], [0.793361, 0.170438, 0.582091], [-0.368821, -0.193936, -0.099365], [-0.590184, 0.210896, -1.382819], [0.158323, 1.048033, -1.915702], [-1.609187, -0.278140, -1.913679], [-0.246113, -1.061097, 2.324897], [-1.329873, 1.048235, -4.156435], [1.617446, -0.265615, 2.569822], [1.714975, -0.151258, 0.076013], [-1.576865, -1.454801, 0.948050]],
  "forces_ev_per_a": [[0.4, -0.8, -2.0], [0.3, -3.6, -0.3], [0.5, 2.5, 2.1], [-1.5, -0.7, -1.1], [2.3, 1.9, 0.8], [-0.8, -0.5, -0.7], [-1.5, -0.4, -1.5], [0.4, 1.2, -0.2], [0.5, -0.6, 1.9], [-0.6, 0.6, 0.3], [-0.2, 0.5, 0.2], [0.1, 0.0, 0.4]]
}

{
  "formula": "C3H3N3O2",
  "method": "the ωB97M-V functional and the def2-TZVPD basis",
  "e_lumo_ha": -0.0079,
  "orbital_gap_ev": 10.5852,
  "relative_energy_ev": 6.440,
  "elements": ["C", "C", "O", "N", "C", "O", "H", "H", "H", "N", "N"],
  "xyz": [[0.762459, 1.428552, -0.826019], [0.351931, -0.087609, -0.497001], [0.958937, -1.187059, -0.239852], [-1.185981, 0.248677, -0.399356], [-1.959330, -0.509100, 0.183796], [-2.849374, -0.896796, 0.794460], [0.216887, 1.924715, -1.859488], [0.359125, 2.170907, 0.157871], [1.982477, 1.455650, -0.680332], [0.104775, -2.326828, 1.332658], [1.258094, -2.221108, 2.033262]],
  "forces_ev_per_a": [[1.9, 1.3, 1.6], [-0.4, -0.6, 0.7], [-3.0, 7.0, -3.2], [2.9, -2.8, -0.4], [-0.3, 1.5, 0.2], [-0.6, -1.2, 0.3], [2.0, -1.9, 3.1], [1.0, -2.5, -3.0], [-3.1, 0.3, -1.2], [14.4, 0.6, 10.1], [-14.8, -1.7, -8.4]]
}

{
  "formula": "C5H8O",
  "method": "the ωB97M-V functional and the def2-TZVPD basis",
  "e_lumo_ha": 0.0289,
  "orbital_gap_ev": 9.1300,
  "relative_energy_ev": 7.058,
  "elements": ["C", "C", "C", "C", "O", "C", "H", "H", "H", "H", "H", "H", "H", "H"],
  "xyz": [[1.181973, 0.609995, 0.728491], [0.227313, -0.035162, 1.693283], [-0.077059, 0.060747, 0.165777], [-1.087333, 0.741682, -0.813128], [-1.733592, -0.470245, -0.942488], [-0.488959, -1.156163, -0.649489], [1.195308, 1.700484, 0.750003], [2.113224, 0.129657, 0.459216], [0.552740, -1.017318, 2.080039], [-0.298299, 0.545770, 2.449113], [-0.913648, 1.495937, -1.861035], [-0.142806, 0.710909, -2.225498], [-0.593647, -2.169668, -0.230170], [0.064786, -1.146627, -1.604114]],
  "forces_ev_per_a": [[0.1, 0.0, -0.3], [-0.3, 0.2, -0.5], [0.5, 0.4, -0.6], [-0.2, 1.0, -0.1], [0.3, 0.1, -1.1], [0.2, -0.6, 0.0], [0.1, -0.3, -0.1], [0.1, 0.0, 0.3], [-0.6, 0.4, -0.6], [0.1, 0.1, -0.4], [-0.2, -1.6, 2.3], [-0.3, 0.1, 0.8], [-0.2, 0.4, 0.1], [0.1, -0.4, 0.2]]
}

{
  "formula": "C7H12ClN2O2S",
  "method": "the ωB97M-V functional and the def2-TZVPD basis",
  "e_lumo_ha": [-0.1464, -0.3066],
  "charge": 1,
  "orbital_gap_ev": [5.7885, 5.5475],
  "spin_multiplicity": 3,
  "elements": ["C", "C", "C", "C", "C", "C", "C", "N", "N", "O", "O", "S", "Cl", "H", "H", "H", "H", "H", "H", "H", "H", "H", "H", "H", "H"],
  "xyz": [[0.370029, 2.111145, -1.323535], [0.727289, 0.841688, -1.287487], [-0.757095, 1.292153, 0.556324], [-1.547172, 1.353149, 1.816193], [-0.855867, -1.994078, -0.287392], [0.477392, -1.425123, 1.821690], [0.245309, -1.107512, 0.322939], [-0.027301, 0.244116, 0.039043], [-0.489966, 2.344974, -0.266069], [2.750230, -0.900482, -1.511758], [0.814979, -1.183061, -3.048556], [1.777679, -0.347174, -2.391726], [2.599435, 1.062267, -3.471400], [0.922112, 2.752279, -1.971331], [-1.048925, 1.652128, 2.716240], [-2.227472, 2.216102, 1.706132], [-2.180443, 0.432943, 2.043155], [-1.737349, -2.012906, 0.358022], [-0.476033, -2.955568, -0.216485], [-1.019057, -1.724944, -1.314612], [0.198712, -0.600518, 2.399041], [1.557942, -1.630116, 1.925019], [-0.246834, -2.226503, 1.988248], [1.300543, -1.310115, -0.226711], [-1.128134, 3.115156, -0.374982]],
  "forces_ev_per_a": [[-2.2, 3.1, 2.9], [-0.4, -7.7, 3.4], [-1.3, -2.1, 2.0], [-1.4, 0.1, -0.9], [0.4, 1.3, 1.0], [0.2, -0.8, -2.1], [1.9, -1.7, -0.7], [4.0, 1.1, -5.1], [1.8, 3.9, -4.5], [0.3, 0.3, -0.7], [1.1, 1.1, 0.0], [-2.4, 0.1, 2.4], [0.3, 0.2, -0.8], [-0.7, 1.4, -0.4], [1.0, -0.2, 0.7], [-0.2, -0.4, -0.1], [1.0, 1.1, -0.5], [-0.2, 0.4, -0.4], [0.6, -2.2, -0.3], [-0.5, 0.0, -0.3], [-0.3, 1.2, 1.2], [-0.8, -0.4, 0.6], [0.8, -0.3, 0.8], [-2.9, 0.1, 1.5], [0.0, 0.5, 0.4]]
}

{
  "formula": "CH14O6",
  "method": "the ωB97M-V functional and the def2-TZVPD basis",
  "e_lumo_ha": 0.0140,
  "orbital_gap_ev": 10.4004,
  "relative_energy_ev": 1.517,
  "elements": ["C", "O", "H", "H", "H", "H", "O", "H", "H", "O", "H", "H", "O", "H", "H", "O", "H", "H", "O", "H", "H"],
  "xyz": [[-0.447610, 1.552763, -0.437728], [-1.620019, 1.138150, 0.190820], [-0.321097, 1.257615, -1.489708], [0.471022, 1.142067, 0.061123], [-0.310005, 2.599689, -0.113744], [-1.741390, 1.601296, 1.020892], [0.511551, -2.561015, 1.479399], [0.112788, -1.751538, 1.856145], [-0.328026, -3.058737, 1.408571], [2.812469, 0.727415, -3.317013], [2.763177, -0.063959, -2.766785], [3.176725, 0.505469, -4.174805], [1.177991, -1.534585, -1.361579], [1.092471, -2.290221, -0.757269], [0.931483, -1.988706, -2.175277], [-0.474297, 2.770594, 3.883668], [-0.653988, 2.998528, 2.969365], [0.408488, 3.082609, 4.110785], [-2.208316, -2.267548, -0.040853], [-2.336757, -1.687741, -0.808726], [-3.016659, -2.172144, 0.462718]],
  "forces_ev_per_a": [[2.5, 0.7, 1.9], [-1.2, -1.1, -0.3], [-0.7, 0.6, 0.4], [-0.7, -0.4, -0.4], [0.0, 0.2, -1.5], [0.1, 0.0, -0.1], [-1.4, 0.2, 0.5], [0.8, -0.1, -0.3], [0.7, -0.1, -0.4], [-0.2, 0.3, 0.3], [0.1, 0.0, -0.2], [0.1, -0.3, 0.1], [-0.1, -0.9, -0.3], [0.1, 0.6, 0.7], [0.0, 0.4, -0.4], [-0.2, -0.2, 0.3], [0.3, 0.2, 0.0], [-0.1, 0.0, -0.3], [0.0, 0.0, -0.4], [0.2, -0.1, 0.4], [-0.2, 0.1, 0.1]]
}

{
  "formula": "C16H22FNO5",
  "method": "the ωB97M-V functional and the def2-TZVPD basis",
  "e_lumo_ha": -0.0133,
  "orbital_gap_ev": 9.8177,
  "elements": ["O", "C", "F", "C", "C", "C", "C", "C", "C", "C", "C", "O", "N", "C", "O", "H", "H", "H", "H", "H", "H", "C", "C", "C", "O", "H", "H", "H", "H", "H", "H", "H", "H", "C", "C", "C", "O", "H", "H", "H", "H", "H", "H", "H", "H"],
  "xyz": [[-4.894864, 3.171687, 2.680625], [-4.160320, 2.933984, 1.789418], [-3.930215, 3.854180, 0.812625], [-3.436987, 1.639492, 1.532717], [-2.164251, 1.735254, 0.730668], [-1.965658, 0.957040, -0.401948], [-0.781147, 1.015159, -1.148884], [0.256670, 1.854080, -0.777221], [0.050883, 2.644050, 0.338186], [-1.129514, 2.596800, 1.066526], [-1.020048, 3.582542, 2.169288], [-1.656638, 3.630668, 3.177426], [0.116502, 4.468641, 1.877679], [0.947168, 3.634423, 1.004471], [2.136448, 3.672967, 0.962572], [-3.259848, 1.182425, 2.506217], [-4.129958, 0.986574, 0.996760], [-2.744385, 0.270590, -0.714141], [-0.669784, 0.391023, -2.025178], [1.188376, 1.890607, -1.323305], [-0.261531, 5.196530, 1.267841], [4.098449, -2.153669, -1.400129], [3.822178, -0.730982, -1.859919], [4.963271, 0.209627, -1.506603], [2.593005, -0.257505, -1.306982], [4.212279, -2.183331, -0.312726], [3.270058, -2.809753, -1.668427], [5.012331, -2.544389, -1.849037], [3.665801, -0.723571, -2.939708], [5.101081, 0.246883, -0.422551], [4.746507, 1.221550, -1.848525], [5.900024, -0.118120, -1.958944], [2.687744, -0.246096, -0.347697], [-0.328132, -3.781525, 0.433067], [-1.455154, -2.943223, -0.148500], [-2.804496, -3.320639, 0.444084], [-1.485177, -3.052091, -1.570828], [-0.488108, -4.839516, 0.207033], [0.627110, -3.487514, -0.002457], [-0.267716, -3.668973, 1.516346], [-1.257189, -1.887942, 0.049879], [-3.039117, -4.364292, 0.217783], [-3.596163, -2.703510, 0.017552], [-2.811100, -3.196866, 1.527949], [-1.658388, -3.973265, -1.793003]],
  "forces_ev_per_a": [[0.1, 0.0, -0.2], [-0.1, 0.0, 0.2], [0.0, -0.1, 0.1], [0.2, -0.1, -0.1], [0.0, 0.0, 0.1], [0.2, -0.1, -0.2], [-0.2, -0.1, 0.1], [0.1, 0.0, 0.1], [-0.2, 0.0, 0.1], [0.2, -0.1, -0.2], [0.3, 0.3, 0.0], [-0.4, 0.2, 0.0], [-0.2, -0.8, -0.2], [-0.2, -0.1, 0.1], [0.2, 0.3, -0.2], [0.0, 0.1, 0.0], [-0.1, 0.0, 0.0], [0.0, 0.0, 0.0], [0.0, -0.1, 0.0], [0.0, -0.1, 0.0], [0.2, 0.4, 0.4], [-0.1, 0.0, 0.0], [0.2, -0.1, 0.2], [-0.1, 0.1, 0.0], [-0.1, 0.0, -0.1], [0.1, 0.0, 0.0], [0.0, 0.0, 0.0], [0.0, 0.0, 0.0], [-0.1, 0.0, 0.0], [0.0, 0.0, 0.0], [0.0, 0.0, 0.0], [0.0, 0.0, 0.0], [0.0, 0.0, 0.0], [0.1, 0.0, -0.1], [-0.1, -0.2, 0.1], [0.0, 0.1, -0.1], [0.0, 0.1, 0.0], [0.0, 0.0, 0.0], [0.0, 0.0, 0.0], [0.0, 0.0, 0.0], [0.0, 0.0, -0.1], [0.0, 0.0, 0.0], [0.0, 0.0, 0.0], [0.0, 0.0, 0.0], [0.0, 0.0, 0.0]]
}

{
  "formula": "CF5NO2",
  "method": "the ωB97M-V functional and the def2-TZVPD basis",
  "e_lumo_ha": [-0.0691, -0.0691],
  "orbital_gap_ev": [10.1891, 10.1912],
  "relative_energy_ev": 1.256,
  "elements": ["F", "N", "F", "O", "O", "C", "F", "F", "F"],
  "xyz": [[1.819017, -0.409124, -1.685386], [1.894501, 0.235628, -0.464732], [2.698254, -0.538093, 0.393668], [0.898037, 0.636131, 0.054121], [-0.164212, -0.477893, 0.560850], [-1.429645, -0.028664, 0.348435], [-1.909116, 0.784367, 1.355334], [-2.306408, -1.015474, 0.250008], [-1.531157, 0.592425, -0.774951]],
  "forces_ev_per_a": [[-0.3, -0.4, 1.1], [3.1, -0.3, -0.4], [-0.7, -0.2, -1.1], [-2.7, 1.4, 0.7], [0.0, -1.0, 0.4], [-0.7, 0.4, 1.2], [0.9, -0.5, -0.8], [0.3, -1.2, 0.8], [0.2, 1.9, -1.8]]
}

{
  "formula": "H12O6",
  "method": "the ωB97M-V functional and the def2-TZVPD basis",
  "e_lumo_ha": [-0.1298, -0.4075],
  "charge": 1,
  "orbital_gap_ev": [11.7011, 3.8120],
  "relative_energy_ev": 1.297,
  "spin_multiplicity": 2,
  "elements": ["O", "H", "H", "O", "H", "H", "O", "H", "H", "O", "H", "H", "O", "H", "H", "O", "H", "H"],
  "xyz": [[-0.080452, -0.418706, 0.379920], [0.773090, -0.018321, 0.545378], [-0.694537, 0.315553, 0.382619], [-1.479280, 1.603884, -0.643165], [-2.063049, 1.608364, -1.401733], [-1.946110, 2.109828, 0.021905], [-1.412076, -2.618902, -0.473510], [-0.853381, -2.206003, 0.184980], [-1.490973, -1.963325, -1.166486], [3.136274, 0.665757, -0.674881], [2.902456, 0.977837, 0.199284], [3.033188, 1.432257, -1.238880], [2.153273, -1.811907, -1.645195], [1.953473, -2.291738, -0.841407], [2.442820, -0.950434, -1.344740], [-2.349795, 1.361636, 2.303546], [-1.736793, 1.776920, 2.910175], [-2.288129, 0.427300, 2.502188]],
  "forces_ev_per_a": [[0.8, -1.4, 0.3], [0.3, 0.1, 0.1], [-0.9, 0.9, -0.6], [0.2, -0.1, 0.1], [-0.1, 0.0, -0.3], [-0.3, 0.2, 0.5], [-0.4, -1.1, -0.1], [0.5, 0.6, 0.7], [-0.2, 0.5, -0.6], [-0.4, -0.6, 0.0], [0.2, 0.2, 0.3], [0.1, 0.3, -0.3], [-0.6, -0.7, -0.8], [-0.1, -0.6, 0.5], [0.8, 1.6, 0.4], [0.2, 0.1, -0.5], [0.1, 0.2, 0.3], [-0.2, -0.3, 0.2]]
}

{
  "formula": "C2H5N3S2",
  "method": "the ωB97M-V functional and the def2-TZVPD basis",
  "e_lumo_ha": [-0.0581, -0.0414],
  "orbital_gap_ev": [6.8600, 7.8250],
  "relative_energy_ev": 5.188,
  "elements": ["C", "C", "N", "N", "N", "S", "S", "H", "H", "H", "H", "H"],
  "xyz": [[1.164397, 0.443274, 0.061809], [-0.129444, 0.251988, -0.752174], [-1.414705, 0.116790, -0.037441], [2.308778, 0.049569, -0.366623], [-1.244087, -0.626938, 1.133442], [2.849959, -1.118916, -1.292014], [-2.782848, 1.121508, -0.087778], [1.208021, 0.961634, 1.077964], [-0.353112, 0.953696, -1.560176], [-0.046217, -0.719258, -1.234761], [-0.961552, -0.061999, 1.902761], [-0.599190, -1.371347, 1.154992]],
  "forces_ev_per_a": [[0.6, 1.2, 0.6], [-1.1, -0.3, -0.5], [0.3, 0.8, 1.2], [-1.7, -0.5, 1.1], [-1.7, 0.2, 1.0], [0.3, 0.2, -0.6], [1.8, -1.0, -0.3], [-0.4, -0.3, -1.6], [0.7, 0.3, 0.2], [0.5, -0.3, -0.3], [-0.2, 0.9, 0.6], [0.8, -1.1, -1.2]]
}